The following is a quantum chemistry calculation of a single C3H6N2O molecule, from the Open Molecules 2025 dataset.

CARTESIAN COORDINATES (ANGSTROEM)
O 1.969 -0.494 1.498
N -1.463 0.180 -0.122
N 1.561 0.492 0.603
C -0.438 0.982 -0.829
C 0.550 0.129 -0.062
C -0.509 -0.939 0.014
H 2.618 -0.024 2.040
H -0.442 2.055 -0.623
H -0.642 -1.549 0.906
H -0.406 0.814 -1.918
H -2.312 -0.078 -0.613
H -0.488 -1.567 -0.894

## Properties
Molar mass, g/mol: 86.1
HOMO, eV: -9.36
Gap between HOMO and LUMO, eV: 10.39
Spin multiplicity: 1
Relative energy (zero: lowest compared OMol25 entry of this formula, charge and spin), kcal/mol: 87.4
SMILES: ON=C1CNC1
E_tot, Ha: -302.5539

---

The following is a quantum chemistry calculation of a molecular structure, C4H8BrO2, from the Open Molecules 2025 dataset.

CARTESIAN COORDINATES (ANGSTROEM)
Br 3.107 0.085 0.192
O 1.336 0.050 -0.359
O -0.446 -1.500 -0.363
C 0.487 1.154 0.114
C -1.350 -0.487 -0.082
C -0.886 0.880 -0.496
C 0.578 -1.433 0.304
H -2.408 -0.733 -0.612
H -1.819 1.496 -0.264
H 0.728 -1.236 1.394
H 1.442 -2.191 0.097
H -1.411 -0.353 1.015
H 0.884 2.086 -0.480
H -0.675 0.843 -1.643
H 0.435 1.338 1.184

## Properties
Molar mass, g/mol: 168.0
HOMO, eV: -15.50
Gap between HOMO and LUMO, eV: 9.79
Spin multiplicity: 1
Charge: +1
Relative energy (zero: lowest compared OMol25 entry of this formula, charge and spin), kcal/mol: 60.4
E_tot, Ha: -2881.2845

---

The following is a quantum chemistry calculation of a molecular structure, C4H6O2, from the Open Molecules 2025 dataset.

CARTESIAN COORDINATES (ANGSTROEM)
O 1.622 0.843 0.293
O -0.926 0.079 -0.763
C -0.595 -1.987 0.435
C -0.670 1.539 -0.695
C -0.282 -0.646 0.202
C 0.935 -0.064 0.675
H -1.145 1.879 -1.912
H -1.505 2.041 0.371
H -0.029 -2.814 0.931
H 1.434 -0.928 1.298
H -1.259 -2.450 -0.154
H 0.607 1.845 -0.477

## Properties
Molar mass, g/mol: 86.1
HOMO, eV: -9.11
Gap between HOMO and LUMO, eV: 8.63
Spin multiplicity: 1
Relative energy (zero: lowest compared OMol25 entry of this formula, charge and spin), kcal/mol: 136.0
E_tot, Ha: -306.2895

---

The following is a quantum chemistry calculation of a molecular structure, C16H34HgOP2, from the Open Molecules 2025 dataset.

CARTESIAN COORDINATES (ANGSTROEM)
Hg 2.081 0.870 1.560
P 0.395 -0.515 -1.485
P 1.505 2.566 0.224
O 1.491 3.255 3.243
C 1.789 -1.355 -2.339
C 2.386 4.096 0.000
C -2.749 -3.714 -0.996
C -0.194 2.848 0.811
C -1.812 -1.954 1.217
C -0.487 -2.674 0.821
C 0.407 1.272 -1.893
C 2.638 -0.074 3.429
C 1.758 1.629 -1.323
C -0.615 -0.754 -3.081
C -2.510 -0.958 0.322
C -3.056 -1.180 -0.893
C 1.023 3.984 4.316
C -3.502 -2.471 -1.569
C -0.347 -3.300 -0.545
C -1.297 -3.789 -1.327
H 3.561 -0.650 3.361
H 0.416 4.817 3.944
H -2.906 -3.719 0.092
H 1.777 4.396 5.019
H 0.679 -3.267 -0.935
H -3.278 -0.293 -1.518
H -0.454 1.728 -1.396
H -1.571 -0.210 -3.019
H 2.460 2.093 -2.042
H -0.372 -3.491 1.558
H -0.743 3.537 0.168
H 0.329 -1.956 0.994
H -3.289 -2.354 -2.641
H 2.050 4.596 -0.939
H -0.731 1.895 0.900
H -1.540 -1.355 2.102
H -2.539 0.093 0.729
H 1.468 -2.333 -2.739
H 2.617 -1.580 -1.651
H -0.017 -0.358 -3.930
H 3.483 3.892 -0.066
H -2.519 -2.711 1.586
H -1.019 -4.379 -2.220
H 2.151 4.759 0.856
H -0.824 -1.813 -3.288
H 2.206 -0.792 -3.194
H 2.745 0.811 4.071
H -3.196 -4.592 -1.475
H 1.814 -0.664 3.865
H -0.076 3.244 1.838
H -4.590 -2.634 -1.494
H 0.340 1.517 -2.955
H 2.293 0.698 -0.959
H 0.371 3.294 4.887

## Properties
Molar mass, g/mol: 505.0
HOMO, eV: -6.22
Gap between HOMO and LUMO, eV: 6.24
Spin multiplicity: 1
Relative energy (zero: lowest compared OMol25 entry of this formula, charge and spin), kcal/mol: 0.0
E_tot, Ha: -1541.1639

---

The following is a quantum chemistry calculation of a single C3H4ClN3O molecule, from the Open Molecules 2025 dataset.

CARTESIAN COORDINATES (ANGSTROEM)
Cl 2.188 -1.504 -0.192
O -2.307 -1.004 -0.548
N -0.349 1.392 -0.050
N 1.731 1.218 -0.208
N 0.692 2.040 -0.162
C -1.142 -0.932 0.392
C -0.073 0.075 0.047
C 1.296 -0.124 -0.094
H 2.690 1.588 -0.027
H -1.388 -0.738 1.517
H -2.532 -0.057 -0.987
H -0.807 -1.954 0.312

## Properties
Molar mass, g/mol: 133.5
HOMO, eV: -9.64
Gap between HOMO and LUMO, eV: 10.21
Spin multiplicity: 1
Relative energy (zero: lowest compared OMol25 entry of this formula, charge and spin), kcal/mol: 58.8
SMILES: OCc1nn[nH]c1Cl
E_tot, Ha: -816.3457

---

The following is a quantum chemistry calculation of a molecular structure, CH4N2OS, from the Open Molecules 2025 dataset.

CARTESIAN COORDINATES (ANGSTROEM)
S -2.729 0.315 -0.120
O -3.852 -0.613 -0.225
N -0.420 0.302 0.116
N 0.404 0.634 -0.671
C -2.972 1.432 1.136
H -3.725 1.300 1.926
H 0.498 1.725 -0.892
H -2.354 2.315 1.255
H 1.166 0.129 -1.192

## Properties
Molar mass, g/mol: 92.1
HOMO (spin up / spin down), eV: -7.08 / -8.60
Gap between HOMO and LUMO (spin up / spin down), eV: 7.34 / 7.58
Spin multiplicity: 3
Relative energy (zero: lowest compared OMol25 entry of this formula, charge and spin), kcal/mol: 70.0
E_tot, Ha: -623.1990

---

The following is a quantum chemistry calculation of 9 unconnected molecules or ions with the total composition C18H54O18, from the Open Molecules 2025 dataset.

CARTESIAN COORDINATES (ANGSTROEM)
O 4.381 3.739 4.182
O -1.914 -3.600 -4.108
O -0.272 5.219 0.093
O -2.128 3.878 5.007
O -1.792 -1.120 -2.726
O 0.281 1.839 3.208
O -0.169 1.716 -0.027
O 4.331 2.127 -1.065
O -0.632 -1.000 2.376
O 4.570 2.876 -3.799
O 4.469 2.705 1.538
O -3.832 -1.952 3.917
O -2.559 -2.794 -0.654
O 0.403 -5.514 -2.481
O 0.297 -1.425 -0.196
O 0.028 7.542 2.882
O 0.018 -5.641 -5.622
O -4.009 -5.210 -1.915
C -2.704 -1.277 -3.781
C 0.013 -6.522 -3.440
C -2.963 -4.084 -0.120
C 3.398 2.824 3.658
C 4.371 1.143 -2.089
C -2.003 -1.400 2.417
C -0.474 7.084 1.635
C -4.282 -4.564 -0.637
C 0.809 -0.282 -0.892
C 5.148 1.665 -3.278
C -2.414 -1.739 3.819
C 0.811 -6.448 -4.736
C -0.903 2.585 3.454
C 3.981 1.916 2.610
C -0.809 3.541 4.645
C 0.971 0.882 0.170
C 0.263 5.806 1.267
C -2.330 -2.446 -4.772
H -0.513 1.825 0.870
H -1.556 6.996 1.714
H -0.289 7.865 0.892
H -2.266 -0.923 4.533
H 0.907 7.924 2.843
H -1.071 -6.435 -3.545
H -0.385 -1.170 1.450
H -4.149 -1.910 4.818
H 2.528 3.391 3.325
H -1.522 -2.087 -5.404
H 1.799 -6.005 -4.611
H -2.269 4.751 4.621
H 1.850 -0.602 -1.018
H -2.472 -0.444 2.140
H 4.412 2.120 0.758
H 3.328 1.018 -2.412
H -1.838 2.027 3.568
H -3.719 -1.410 -3.384
H 0.246 5.024 2.032
H 0.051 -7.464 -2.885
H 0.265 0.121 -1.740
H -0.283 2.985 5.430
H -2.152 -4.708 -0.500
H 0.335 4.565 -0.263
H -2.921 -3.980 0.965
H -3.268 -2.589 -5.318
H -4.843 -5.299 -0.062
H 5.253 0.909 -4.062
H 6.160 2.017 -3.072
H -0.084 -2.030 -0.842
H -1.985 -2.656 4.237
H 1.851 1.522 0.074
H -2.779 -0.394 -4.421
H 1.314 6.059 1.085
H -0.079 -4.805 -5.146
H -2.559 -3.943 -3.478
H -1.242 3.197 2.603
H -0.065 4.320 4.451
H 3.833 2.593 -4.353
H 3.146 1.247 2.356
H 0.795 -7.399 -5.269
H -4.932 -3.707 -0.849
H -2.049 -1.665 -1.953
H 4.690 1.203 3.045
H -3.354 -2.337 -0.963
H 3.961 2.938 -1.428
H -0.107 -4.704 -2.585
H -2.197 -2.137 1.635
H 3.052 2.090 4.398
H 4.645 0.126 -1.813
H 3.908 4.148 4.914
H 1.021 0.402 1.146
H 0.122 0.890 3.113
H -4.876 -5.536 -2.182

## Properties
Molar mass, g/mol: 558.6
HOMO, eV: -9.58
Gap between HOMO and LUMO, eV: 9.67
Spin multiplicity: 1
Relative energy (zero: lowest compared OMol25 entry of this formula, charge and spin), kcal/mol: 69.8
SMILES: OCCO.OCCO.OCCO.OCCO.OCCO.OCCO.OCCO.OCCO.OCCO
E_tot, Ha: -2072.2915

---

The following is a quantum chemistry calculation of a molecular structure, C38H34Br49N3O2S3, from the Open Molecules 2025 dataset.

CARTESIAN COORDINATES (ANGSTROEM)
Br -6.595 -6.183 -2.850
Br 6.271 -4.317 -5.022
Br 6.366 0.542 -9.164
Br -2.878 -1.594 -4.322
Br -9.192 0.094 -6.969
Br 7.817 3.391 -8.767
Br 1.761 6.111 4.841
Br -7.395 -6.542 -6.911
Br -4.195 -9.408 6.300
Br 2.813 1.818 11.064
Br 1.609 -7.574 -0.848
Br -5.891 -3.728 -4.815
Br 1.659 3.795 8.796
Br -10.631 -2.109 -5.109
Br 3.233 1.966 -7.390
Br -12.848 5.679 -4.478
Br 2.373 0.224 -4.819
Br -7.454 -6.616 -10.132
Br 7.517 10.701 2.240
Br -3.894 -4.484 -2.402
Br -3.155 -10.871 1.603
Br 5.766 2.763 7.560
Br 6.956 1.649 -6.196
Br -2.450 -8.416 -0.362
Br 6.356 3.871 10.528
Br 8.192 -1.922 -6.000
Br 2.006 0.653 8.170
Br -1.494 -7.709 6.748
Br 0.175 -4.911 0.263
Br -10.512 0.969 -4.163
Br -0.739 5.929 7.472
Br -11.524 3.891 -6.809
Br 6.066 7.852 1.843
Br -8.622 -1.938 -2.239
Br 0.287 -5.477 -2.907
Br -0.326 9.000 6.588
Br -3.225 1.548 -3.696
Br -0.453 -9.172 2.051
Br -3.008 7.427 5.741
Br -3.491 -6.953 4.335
Br -5.606 -1.733 -1.121
Br 7.217 5.613 7.957
Br 5.177 -2.127 -7.118
Br -14.696 3.732 -6.261
Br 6.656 8.959 4.811
Br -6.721 -3.879 -8.597
Br 1.782 -0.884 -7.787
Br -7.528 -4.127 -0.143
Br -2.071 -0.429 -1.428
S 4.631 0.619 -0.498
S 3.024 -2.636 -3.154
S 2.936 1.322 2.913
O 4.834 0.044 -1.953
O 4.764 -0.620 0.447
N 3.045 1.344 -0.405
N 1.185 -0.285 -2.328
N -4.117 -4.605 2.618
C 2.972 4.430 2.592
C 2.999 2.943 1.903
C 0.635 -0.752 2.510
C 4.400 4.530 4.821
C 3.058 2.709 0.248
C -7.740 -5.536 -8.540
C -1.555 -2.608 1.931
C -10.605 -0.248 -5.677
C -7.434 -2.277 -0.736
C -0.331 -1.607 1.497
C 2.863 4.543 4.224
C -1.610 7.624 7.079
C 5.294 5.746 4.125
C 1.042 -0.442 -0.816
C -4.084 -3.714 1.408
C -12.938 4.013 -5.478
C 6.365 -2.466 -5.615
C -0.088 -1.425 -0.148
C -1.576 -3.567 3.286
C -2.891 -2.695 0.937
C -2.910 -4.493 3.506
C 7.253 8.913 2.960
C 3.048 5.737 1.553
C 1.631 1.993 9.529
C 7.553 1.604 -8.047
C 2.969 0.178 -6.670
C 3.144 4.036 -0.762
C 1.184 -5.708 -1.197
C 3.150 5.566 -0.102
C 2.014 0.412 0.200
C 6.953 3.825 8.677
C -5.179 -5.154 -3.699
C 1.780 0.236 1.847
C -2.779 -8.379 5.451
C 6.054 1.859 -0.260
C 1.876 -1.413 -2.732
C -1.739 -9.842 0.754
C -3.253 -0.254 -2.963
H 8.529 1.108 -8.056
H 0.612 1.809 9.887
H -0.674 -3.568 4.043
H -4.639 -5.839 -4.361
H 6.101 2.229 0.852
H 4.572 6.684 4.092
H 4.364 4.585 5.989
H -2.918 -5.163 4.494
H 5.547 5.454 3.008
H 5.861 2.710 -1.045
H 6.305 5.949 4.680
H 8.229 8.418 2.951
H -12.773 3.201 -4.762
H -2.890 -1.999 -0.004
H 2.326 3.578 4.676
H 3.182 3.846 -1.939
H -7.784 -1.656 0.095
H 7.070 1.331 -0.596
H -2.239 -9.064 4.789
H 2.136 -5.170 -1.259
H 3.035 6.803 2.043
H -5.039 -3.758 0.693
H 6.015 -1.846 -4.784
H 4.896 3.508 4.489
H 3.215 6.476 -0.853
H -4.271 -0.438 -2.605
H -2.096 7.955 8.003
H -8.799 -5.259 -8.527
H -0.784 -2.054 -0.886
H -11.556 -0.055 -6.185
H 3.945 -0.318 -6.679
H -1.199 -10.526 0.092
H 7.929 3.329 8.668
H 0.506 -0.832 3.675

## Properties
Molar mass, g/mol: 4576.2
HOMO, eV: -8.42
Gap between HOMO and LUMO, eV: 7.00
Spin multiplicity: 1
E_tot, Ha: -129103.1138

---

The following is a quantum chemistry calculation of 2 unconnected molecules or ions with the total composition C3H7NO3S, from the Open Molecules 2025 dataset.

CARTESIAN COORDINATES (ANGSTROEM)
S -1.727 0.727 0.318
O -3.134 0.373 0.134
O 1.795 -0.773 0.644
O -1.113 1.266 -0.907
N -1.085 -1.346 0.220
C -1.759 -2.227 -0.321
C 2.037 1.715 0.389
C 1.724 0.286 0.032
H 2.518 2.318 -0.438
H 2.627 1.846 1.217
H 1.038 2.107 0.715
H -0.018 -1.453 0.264
H 1.310 0.478 -1.008
H -2.836 -2.116 -0.591
H -1.376 -3.201 -0.666

## Properties
Molar mass, g/mol: 137.2
HOMO, eV: -9.91
Gap between HOMO and LUMO, eV: 10.24
Spin multiplicity: 1
Relative energy (zero: lowest compared OMol25 entry of this formula, charge and spin), kcal/mol: 42.8
E_tot, Ha: -797.0972